[1]
3 unconnected molecules or ions with the total composition C5H12O2 in a non-equilibrium geometry. Source: OMol25; level of theory: the ωB97M-V functional and the def2-TZVPD basis.

Each line ends with the natural charge from an NBO analysis.
Cartesian coordinates (Å):
1 O 3.907 -0.464 3.090  -0.94
2 O -0.134 -1.792 3.037  -0.93
3 C -0.610 0.045 -1.537  -0.53
4 C -2.013 0.379 -1.057  -0.13
5 C -2.839 -0.578 -0.612  -0.44
6 C 1.461 1.417 -2.299  -0.46
7 C 0.182 1.288 -1.859  -0.11
8 H -0.421 -1.998 3.934  0.47
9 H 3.675 0.317 2.577  0.47
10 H -2.246 1.424 -1.242  0.19
11 H -2.347 -1.316 0.009  0.21
12 H 1.595 2.198 -3.053  0.19
13 H -0.631 -0.562 -2.439  0.24
14 H 2.362 1.273 -1.709  0.22
15 H -0.695 -2.388 2.525  0.47
16 H -0.135 -0.602 -0.782  0.23
17 H -0.364 2.190 -1.564  0.19
18 H 3.104 -0.641 3.591  0.47
19 H -3.849 -0.189 -0.611  0.21

- maximum force (eV/Å) = 2.85
- SMILES = C=CCC=C.O.O
- 2S+1 = 1
- E_LUMO (eV) = 0.40
- relative energy (zero: lowest compared OMol25 entry of this formula, charge and spin) (kcal per mole) = 113.6
- gap between HOMO and LUMO (Eh) = 0.3173

***

[2]
A single C5H12O2 molecule. Source: OMol25; level of theory: the ωB97M-V functional and the def2-TZVPD basis.

Each line ends with the natural charge from an NBO analysis.
Cartesian coordinates (Å):
1 O -0.138 1.776 -0.302  -0.72
2 O 1.604 -0.041 -1.227  -0.74
3 C 0.454 0.159 1.452  -0.43
4 C -0.567 -0.362 -2.283  -0.64
5 C 0.262 -0.480 -1.013  0.08
6 C -0.518 -0.200 2.573  -0.60
7 C -0.258 0.425 0.108  0.08
8 H 1.000 1.071 1.717  0.22
9 H -0.656 0.689 -2.571  0.23
10 H 0.769 1.845 -0.642  0.48
11 H -1.573 -0.766 -2.126  0.22
12 H -1.335 0.245 0.222  0.17
13 H 0.262 -1.524 -0.660  0.16
14 H -1.066 -1.122 2.342  0.20
15 H -1.256 0.597 2.718  0.21
16 H 1.918 -0.405 -2.062  0.48
17 H 0.005 -0.351 3.524  0.21
18 H -0.110 -0.922 -3.108  0.20
19 H 1.203 -0.633 1.337  0.20

- maximum force (eV/Å) = 0.31
- SMILES = CC[C@@H](O)[C@@H](C)O
- 2S+1 = 1
- E_LUMO (eV) = 0.81
- relative energy (zero: lowest compared OMol25 entry of this formula, charge and spin) (kcal per mole) = 15.3
- gap between HOMO and LUMO (Eh) = 0.3974

***

[3]
A molecular structure, C5H12O2 in a non-equilibrium geometry. Source: OMol25; level of theory: the ωB97M-V functional and the def2-TZVPD basis.

Each line ends with the natural charge from an NBO analysis.
Cartesian coordinates (Å):
1 O -1.932 -0.571 0.577  -0.80
2 O 0.246 -1.426 0.004  -0.79
3 C 0.344 -0.057 -0.144  0.04
4 C 0.912 0.654 1.092  -0.41
5 C -1.027 0.384 -0.563  0.18
6 C 2.339 0.191 1.374  -0.61
7 C -1.494 -0.132 -1.898  -0.67
8 H -1.183 1.464 -0.407  0.21
9 H 3.014 0.475 0.556  0.20
10 H 0.270 0.431 1.953  0.21
11 H 0.881 1.742 0.929  0.19
12 H 0.890 0.358 -1.036  0.16
13 H -1.109 0.427 -2.763  0.23
14 H -0.879 -1.357 0.469  0.49
15 H -2.654 -1.115 0.194  0.49
16 H -2.581 -0.039 -1.915  0.22
17 H 2.352 -0.900 1.456  0.23
18 H 2.733 0.622 2.302  0.21
19 H -1.181 -1.177 -1.986  0.25

- maximum force (eV/Å) = 2.83
- 2S+1 = 1
- E_LUMO (eV) = 0.70
- relative energy (zero: lowest compared OMol25 entry of this formula, charge and spin) (kcal per mole) = 56.8
- gap between HOMO and LUMO (Eh) = 0.3654

***

[4]
2 unconnected molecules or ions with the total composition C5H12O2. Source: OMol25; level of theory: the ωB97M-V functional and the def2-TZVPD basis.

Each line ends with the natural charge from an NBO analysis.
Cartesian coordinates (Å):
1 O -0.325 -1.345 0.831  -0.74
2 O -0.216 1.453 1.164  -0.75
3 C 0.194 -0.351 -1.277  -0.20
4 C 0.662 -1.310 -0.207  0.05
5 C -1.410 2.068 0.740  -0.24
6 C 2.029 -0.932 0.351  -0.64
7 C -1.072 -0.167 -1.640  -0.39
8 H 2.396 -1.701 1.042  0.20
9 H -0.006 -1.951 1.515  0.48
10 H -0.395 0.502 1.244  0.49
11 H 2.761 -0.845 -0.459  0.22
12 H -1.927 1.482 -0.035  0.17
13 H 0.726 -2.316 -0.653  0.17
14 H -1.897 -0.682 -1.150  0.20
15 H 0.979 0.222 -1.770  0.20
16 H -1.329 0.554 -2.411  0.20
17 H 1.976 0.028 0.876  0.23
18 H -1.145 3.036 0.307  0.17
19 H -2.111 2.235 1.574  0.16

- maximum force (eV/Å) = 0.39
- SMILES = C=C[C@@H](C)O.CO
- 2S+1 = 1
- E_LUMO (eV) = 0.74
- relative energy (zero: lowest compared OMol25 entry of this formula, charge and spin) (kcal per mole) = 41.3
- gap between HOMO and LUMO (Eh) = 0.3809

***

[5]
A molecular structure, C5H12O2 in a non-equilibrium geometry. Source: OMol25; level of theory: the ωB97M-V functional and the def2-TZVPD basis.

Each line ends with the natural charge from an NBO analysis.
Cartesian coordinates (Å):
1 O 0.501 -1.797 0.868  -0.57
2 O 1.341 0.320 -0.400  -0.75
3 C -1.128 0.241 0.716  -0.64
4 C -0.576 -1.614 -1.298  -0.72
5 C -0.027 -1.164 0.013  0.70
6 C -1.518 1.600 0.135  -0.62
7 C 2.514 0.363 0.391  -0.25
8 H -0.744 2.342 0.338  0.21
9 H 2.480 1.205 1.090  0.16
10 H -2.467 1.960 0.538  0.22
11 H -1.267 -2.439 -1.123  0.25
12 H -1.107 -0.821 -1.815  0.23
13 H 0.377 0.435 0.266  0.51
14 H -1.617 1.508 -0.949  0.21
15 H -0.998 0.306 1.803  0.22
16 H 2.623 -0.550 0.989  0.18
17 H -2.002 -0.408 0.630  0.23
18 H 0.228 -1.969 -1.943  0.25
19 H 3.389 0.480 -0.250  0.18

- maximum force (eV/Å) = 3.63
- 2S+1 = 1
- E_LUMO (eV) = 0.91
- relative energy (zero: lowest compared OMol25 entry of this formula, charge and spin) (kcal per mole) = 86.9
- gap between HOMO and LUMO (Eh) = 0.3657

***

[6]
A single C5H12O2 molecule. Source: OMol25; level of theory: the ωB97M-V functional and the def2-TZVPD basis.

Each line ends with the natural charge from an NBO analysis.
Cartesian coordinates (Å):
1 O -0.642 2.239 0.277  -0.73
2 O 1.217 0.516 -0.970  -0.56
3 C 0.480 -0.524 -0.352  -0.06
4 C -1.188 1.022 0.727  -0.05
5 C -1.819 -1.352 0.164  -0.61
6 C -0.990 -0.137 -0.253  -0.28
7 C 2.609 0.294 -0.898  -0.25
8 H 3.015 0.637 0.063  0.17
9 H 0.599 -1.449 -0.940  0.17
10 H -1.316 0.206 -1.244  0.21
11 H -2.259 1.195 0.885  0.18
12 H 3.080 0.853 -1.709  0.20
13 H 0.879 -0.718 0.660  0.16
14 H 0.205 2.024 -0.142  0.48
15 H -1.641 -2.204 -0.502  0.21
16 H 2.853 -0.770 -1.019  0.17
17 H -2.889 -1.123 0.135  0.22
18 H -1.572 -1.669 1.186  0.20
19 H -0.764 0.724 1.706  0.14

- maximum force (eV/Å) = 0.43
- SMILES = COC[C@@H](C)CO
- 2S+1 = 1
- E_LUMO (eV) = 0.97
- relative energy (zero: lowest compared OMol25 entry of this formula, charge and spin) (kcal per mole) = 26.5
- gap between HOMO and LUMO (Eh) = 0.3999

***

[7]
A molecular structure, C5H12O2 in a non-equilibrium geometry. Source: OMol25; level of theory: the ωB97M-V functional and the def2-TZVPD basis.

Each line ends with the natural charge from an NBO analysis.
Cartesian coordinates (Å):
1 O -0.008 -2.594 0.992  -0.76
2 O -0.942 -0.306 1.069  -0.88
3 C -0.997 2.315 0.081  -0.60
4 C 0.318 0.244 -0.218  0.23
5 C 1.142 -1.991 0.543  -0.01
6 C -0.475 1.298 -0.936  -0.46
7 C 0.857 -1.037 -0.773  -0.52
8 H -1.637 1.819 0.812  0.24
9 H -0.555 -1.719 1.259  0.49
10 H -0.156 2.750 0.636  0.20
11 H 1.872 -0.980 -1.179  0.23
12 H 0.176 -1.475 -1.520  0.22
13 H -1.544 3.125 -0.403  0.21
14 H 0.172 1.819 -1.659  0.23
15 H 1.957 -2.685 0.277  0.17
16 H -1.276 0.831 -1.519  0.21
17 H 1.526 -1.282 1.302  0.14
18 H 1.114 0.723 0.377  0.19
19 H -1.805 -0.570 0.672  0.47

- maximum force (eV/Å) = 2.15
- 2S+1 = 1
- E_LUMO (eV) = 0.70
- relative energy (zero: lowest compared OMol25 entry of this formula, charge and spin) (kcal per mole) = 63.1
- gap between HOMO and LUMO (Eh) = 0.3635

***

[8]
3 unconnected molecules or ions with the total composition C5H12O2 in a non-equilibrium geometry. Source: OMol25; level of theory: the ωB97M-V functional and the def2-TZVPD basis.

Each line ends with the natural charge from an NBO analysis.
Cartesian coordinates (Å):
1 O -0.999 -1.223 2.331  -0.92
2 O 2.342 -0.644 -1.045  -0.95
3 C -0.415 0.725 -0.524  -0.54
4 C -0.235 -0.644 -0.956  -0.14
5 C -0.695 -1.246 -2.091  -0.44
6 C -0.443 2.030 1.519  -0.37
7 C 0.164 1.124 0.781  -0.17
8 H 3.165 -0.131 -1.153  0.47
9 H -1.207 2.709 1.518  0.20
10 H -0.513 -2.239 -2.388  0.20
11 H -1.467 1.110 -0.440  0.24
12 H 0.871 0.489 1.254  0.20
13 H -0.263 1.323 -1.408  0.24
14 H -0.191 -1.124 1.897  0.46
15 H -0.091 2.206 2.632  0.18
16 H -0.841 -2.006 2.859  0.46
17 H -1.431 -0.752 -2.668  0.18
18 H 1.835 -0.430 -1.864  0.49
19 H 0.415 -1.276 -0.255  0.21

- maximum force (eV/Å) = 5.74
- SMILES = C=CCC=C.O.O
- 2S+1 = 1
- E_LUMO (eV) = 0.81
- relative energy (zero: lowest compared OMol25 entry of this formula, charge and spin) (kcal per mole) = 84.0
- gap between HOMO and LUMO (Eh) = 0.3569

***

Q: Look up the relative energy (zero: lowest compared OMol25 entry of this formula, charge and spin) of the fifth one.
A: 86.9 kcal per mole